1.
Density functional theory data (ωB97M-V/def2-TZVPD) for a structure of composition C19H13N2O6Y.

Each line ends with the Löwdin charge.
Positions of all 41 atoms, in Å:
Y -0.293 -0.142 0.181  1.6930
C -0.582 -0.702 -3.083  0.0004
O 0.430 -0.358 -2.104  -0.2107
C 1.783 -0.329 -2.407  -0.2001
C 2.273 -0.370 -3.702  -0.0113
C 3.641 -0.346 -3.927  -0.0706
C 4.526 -0.277 -2.864  -0.0740
C 4.037 -0.216 -1.572  -0.0102
C 2.668 -0.227 -1.324  -0.1723
N 2.121 -0.156 -0.003  -0.0443
N 3.003 -0.070 0.911  0.0819
C 2.748 -0.038 2.238  -0.1316
C 1.479 -0.176 2.881  -0.3109
O 0.359 -0.260 2.253  -0.1685
C 1.440 -0.237 4.308  0.0057
C 2.564 -0.128 5.051  0.0024
C 3.848 0.057 4.457  -0.1726
C 4.995 0.196 5.261  -0.0336
C 6.227 0.384 4.694  -0.0808
C 6.333 0.438 3.298  -0.0719
C 5.226 0.304 2.497  -0.0252
C 3.949 0.104 3.054  -0.0949
H -0.139 -0.887 -4.053  0.0780
H -1.272 0.136 -3.139  0.1104
H -1.095 -1.590 -2.723  0.1003
H 1.611 -0.410 -4.552  0.1056
H 4.008 -0.381 -4.944  0.1099
H 5.592 -0.266 -3.038  0.1078
H 4.706 -0.157 -0.727  0.0950
H 0.466 -0.365 4.761  0.1226
H 2.501 -0.172 6.132  0.1219
H 4.881 0.155 6.338  0.1136
H 7.109 0.494 5.311  0.1035
H 7.302 0.594 2.841  0.1049
H 5.332 0.359 1.424  0.0895
O -4.207 -1.359 -0.222  0.1163
C -3.144 -0.809 -0.204  -0.5453
O -1.967 -1.417 -0.199  -0.2031
C -3.065 0.778 -0.193  -0.5467
O -4.068 1.431 -0.139  0.1171
O -1.834 1.266 -0.246  -0.2013

Calculated values
Net charge: 0
Max |F| in eV/A: 0.5

2.
Density functional theory data (ωB97M-V/def2-TZVPD) for the ion C6H11N4O with charge +1.

Each line ends with the Löwdin charge.
Positions of all 22 atoms, in Å:
C -0.304 1.259 0.445  -0.0474
C -0.573 1.248 -0.826  -0.1037
C 1.403 -0.677 -0.657  -0.5345
C -0.173 -0.269 -2.616  -0.2177
C -0.012 -1.013 1.361  -0.0122
C -0.797 0.681 2.844  0.0271
N 1.074 -0.456 -1.934  0.0809
N 0.438 -1.487 0.170  0.1667
N -0.370 0.263 1.511  -0.0811
N -1.147 0.281 -1.730  -0.0139
O 2.436 -0.344 -0.194  0.1734
H 0.133 2.040 1.044  0.1334
H -0.217 2.135 -1.441  0.1681
H -0.110 0.383 -3.558  0.1622
H -0.585 -1.295 -2.893  0.1484
H -0.107 -1.625 2.312  0.1876
H -0.098 1.439 3.178  0.1161
H -1.746 1.113 2.817  0.0980
H -0.657 -0.151 3.438  0.0701
H 1.954 -0.710 -2.394  0.1794
H 1.001 -2.285 0.215  0.1332
H -1.542 -0.529 -1.091  0.1660

Calculated values
Net charge: +1
Energy above the lowest of the compared OMol25 structures with the same formula, charge and spin in kJ/mol: 143.0
Max |F| in eV/A: 5.0

Number 1: HOMO energy -8.478 eV. Number 2: HOMO energy -13.498 eV.